a:
{
  "formula": "C35H33AsBrF6GeN6O5STi",
  "method": "ωB97M-V with the def2-TZVPD basis set",
  "elements": ["Ti", "O", "C", "O", "C", "C", "C", "C", "C", "N", "H", "H", "H", "H", "C", "C", "N", "N", "C", "S", "N", "N", "H", "H", "H", "H", "H", "H", "O", "C", "C", "C", "N", "C", "Br", "C", "H", "H", "H", "H", "F", "As", "F", "F", "F", "F", "F", "O", "C", "O", "C", "C", "Ge", "C", "C", "C", "C", "C", "C", "C", "C", "C", "C", "C", "C", "C", "C", "C", "C", "C", "C", "H", "H", "H", "H", "H", "H", "H", "H", "H", "H", "H", "H", "H", "H", "H", "H", "H", "H", "H"],
  "coordinates": [[-1.03459, 0.15697, -3.05606], [2.55182, -3.18533, 1.44990], [4.52929, -2.51914, -1.19022], [4.28451, -1.68482, -0.51799], [5.01369, -3.66901, -1.96278], [5.05434, -3.63762, -3.31861], [5.66996, -4.76648, -3.90182], [6.24098, -5.76323, -3.10146], [6.13471, -5.62980, -1.69649], [5.48157, -4.63192, -1.09612], [4.78066, -2.79639, -3.88626], [5.72798, -4.77875, -5.00406], [6.71188, -6.55849, -3.64723], [6.62896, -6.33007, -1.02171], [-6.20103, 3.01951, -1.52034], [-5.54418, 2.14720, -2.53774], [-5.90582, 0.91030, -2.81572], [-4.94276, 0.46589, -3.62603], [-3.89868, 1.31203, -3.86079], [-2.46498, 1.05409, -4.79629], [-4.32548, 2.41732, -3.11182], [-3.58960, 3.59334, -2.86738], [-7.05336, 3.57190, -2.00741], [-5.50646, 3.80983, -1.20742], [-6.55399, 2.34915, -0.71471], [-4.96824, -0.42559, -4.09168], [-2.69180, 3.30816, -2.50620], [-3.46607, 3.95556, -3.77233], [-4.99035, -4.67802, -2.53889], [-4.11862, -3.65931, -2.60745], [-4.25619, -2.53553, -1.73923], [-3.37217, -1.47202, -1.90605], [-2.45182, -1.48339, -2.93219], [-2.44293, -2.53386, -3.77503], [-1.17844, -2.43750, -5.20943], [-3.12475, -3.70247, -3.60098], [-5.53738, -4.72640, -1.70930], [-4.92297, -2.53796, -0.92858], [-3.35511, -0.63692, -1.27988], [-2.99238, -4.50826, -4.30362], [0.72860, -0.94499, -3.58096], [1.97154, 0.51831, -3.69498], [2.87616, -0.62400, -4.52935], [2.47947, 0.07971, -2.13742], [2.89210, 1.96543, -3.80700], [0.59697, 1.37754, -2.78175], [1.01417, 0.92967, -5.06769], [-0.57558, -0.36100, -1.14419], [-1.28583, 0.61821, -0.72817], [-1.84635, 1.34728, -1.62641], [-1.35198, 0.90728, 0.73033], [-0.19277, 1.83272, 1.06256], [0.65454, 1.66221, 2.81789], [2.49914, 2.27039, 2.85834], [2.91883, 3.27552, 2.05455], [4.26280, 3.69938, 2.06734], [5.10592, 3.02247, 2.90120], [4.63908, 2.03699, 3.76124], [3.32764, 1.67345, 3.77282], [0.84490, -0.34609, 3.05639], [0.07549, -0.99205, 4.02336], [0.23540, -2.31419, 4.28009], [1.11319, -3.06180, 3.44414], [1.77785, -2.49067, 2.35948], [1.58580, -1.08873, 2.18022], [-0.50283, 2.58930, 4.15113], [-1.87055, 2.85204, 3.75552], [-2.76476, 3.45150, 4.53211], [-2.36867, 3.88179, 5.85151], [-1.03290, 3.65847, 6.22274], [-0.10002, 3.07220, 5.37809], [-1.13945, -0.05757, 1.24013], [-2.34625, 1.25177, 1.07180], [-0.51667, 2.91609, 0.91671], [0.57742, 1.61237, 0.28518], [2.19255, 3.62768, 1.37442], [4.63810, 4.59748, 1.54067], [6.17296, 3.28872, 3.05659], [5.31669, 1.52057, 4.43117], [3.01670, 0.77166, 4.31873], [-0.55759, -0.42438, 4.69060], [-0.33441, -2.72780, 5.11563], [1.32689, -4.01653, 3.86749], [3.02892, -3.89150, 1.93042], [2.06187, -0.68629, 1.29255], [-2.22446, 2.41327, 2.78909], [-3.81932, 3.66250, 4.25102], [-3.15490, 4.15114, 6.53553], [-0.73347, 3.85302, 7.25098], [0.86679, 2.85655, 5.79555]],
  "homo_energy_ha": -0.4531,
  "charge": 2,
  "s_squared": 0.753,
  "spin_multiplicity": 2
}

---

b:
{
  "formula": "C35H33AsBrF6GeN6O5STi",
  "method": "ωB97M-V with the def2-TZVPD basis set",
  "elements": ["Ti", "O", "C", "O", "C", "C", "C", "C", "C", "N", "H", "H", "H", "H", "C", "C", "N", "N", "C", "S", "N", "N", "H", "H", "H", "H", "H", "H", "O", "C", "C", "C", "N", "C", "Br", "C", "H", "H", "H", "H", "F", "As", "F", "F", "F", "F", "F", "O", "C", "O", "C", "C", "Ge", "C", "C", "C", "C", "C", "C", "C", "C", "C", "C", "C", "C", "C", "C", "C", "C", "C", "C", "H", "H", "H", "H", "H", "H", "H", "H", "H", "H", "H", "H", "H", "H", "H", "H", "H", "H", "H"],
  "coordinates": [[-2.94411, -0.43221, -1.53815], [-4.73365, -0.89435, -4.92967], [-4.29431, -0.37046, -3.97731], [-3.89478, -1.09966, -2.93258], [-4.09155, 1.11841, -3.72979], [-4.49935, 2.10345, -4.55533], [-4.39497, 3.40634, -4.13978], [-3.88985, 3.66649, -2.88321], [-3.40776, 2.63600, -2.12644], [-3.50517, 1.36144, -2.56582], [-5.01263, 1.80478, -5.45744], [-4.64495, 4.22388, -4.80184], [-3.92572, 4.68297, -2.54046], [-2.90369, 2.83375, -1.22162], [1.07230, -5.91869, 0.30075], [0.71023, -4.96097, 1.38350], [0.63607, -5.23587, 2.71387], [0.48819, -4.04566, 3.26825], [0.47361, -3.00466, 2.38706], [0.41198, -1.34441, 2.64740], [0.68796, -3.55646, 1.18746], [0.72080, -2.88523, -0.02220], [0.77916, -6.92777, 0.50590], [2.16231, -5.94683, 0.14470], [0.58518, -5.70414, -0.61745], [0.22407, -3.97618, 4.23271], [-0.18821, -2.83641, -0.46228], [1.40324, -3.41146, -0.53834], [-7.54452, 1.24176, 2.32658], [-6.67694, 0.75340, 1.47233], [-6.83106, 0.68041, 0.07306], [-5.83657, 0.27052, -0.76264], [-4.58717, 0.00909, -0.24685], [-4.42580, 0.08991, 1.04473], [-2.71534, -0.06328, 1.78503], [-5.43239, 0.34263, 1.94334], [-8.42127, 1.28748, 1.96819], [-7.78739, 0.95232, -0.35466], [-5.92500, 0.25685, -1.80366], [-5.22373, 0.37110, 3.03765], [-2.55761, -2.01008, -0.72440], [-3.39630, -4.09997, -0.30286], [-2.86691, -3.57031, 1.22957], [-1.78035, -4.57950, -0.46110], [-4.04061, -5.57681, 0.11386], [-3.70086, -4.06750, -1.96795], [-4.80315, -3.16451, -0.04274], [-1.10829, -0.44547, -2.29531], [-0.62219, 0.45246, -1.51276], [-1.51628, 1.02446, -0.87110], [0.84833, 0.50745, -1.25010], [1.26183, 1.43717, -0.11546], [3.14170, 1.36509, 0.68128], [3.58208, -0.27812, 1.69893], [4.20415, -0.21899, 2.94077], [4.61501, -1.36187, 3.52653], [4.58437, -2.60123, 2.87286], [3.95858, -2.69595, 1.60189], [3.41745, -1.51288, 1.06000], [4.54179, 1.45302, -0.81508], [5.69687, 0.70905, -0.90362], [6.44023, 0.70647, -2.13658], [6.07962, 1.57844, -3.16700], [4.89206, 2.28283, -3.06922], [4.21565, 2.29190, -1.88319], [2.97665, 2.97857, 1.76742], [3.74756, 4.12860, 1.63288], [3.46119, 5.30906, 2.31230], [2.30327, 5.37002, 3.13759], [1.52339, 4.23340, 3.37582], [1.89475, 3.05070, 2.67286], [1.39005, 0.88547, -2.12759], [1.13789, -0.56614, -1.14139], [0.61936, 1.53004, 0.74863], [1.30055, 2.46204, -0.54442], [4.40503, 0.76445, 3.41695], [5.12248, -1.31011, 4.51151], [4.93019, -3.58229, 3.26132], [3.77421, -3.63294, 1.10622], [3.08967, -1.45528, 0.00147], [5.94096, 0.01366, -0.10120], [7.24189, 0.00980, -2.19891], [6.65825, 1.68949, -4.00550], [4.70018, 3.04206, -3.84502], [3.29801, 2.82717, -1.81663], [4.60927, 4.17639, 0.95271], [4.10352, 6.23354, 2.13874], [2.07290, 6.36700, 3.51610], [0.65647, 4.21111, 4.00288], [1.33791, 2.16075, 2.80305]],
  "homo_energy_ha": [-0.4699, -0.4699],
  "charge": 2,
  "s_squared": 0.767,
  "spin_multiplicity": 2
}

---

The structure with the least stability is a.

---

a:
{
  "formula": "C3H11N2O",
  "method": "ωB97M-V with the def2-TZVPD basis set",
  "elements": ["C", "C", "C", "N", "N", "O", "H", "H", "H", "H", "H", "H", "H", "H", "H", "H", "H"],
  "coordinates": [[1.24361, -0.74660, -1.07676], [-1.06471, -1.36642, -0.68521], [-0.01280, 2.35273, 1.78744], [-0.18787, -0.25812, -1.16332], [0.08795, 1.12056, 2.08941], [-0.29027, 0.79352, -0.30072], [1.80659, 0.08842, -1.42144], [1.57518, -1.00205, -0.01318], [1.32862, -1.67833, -1.56670], [-1.85355, -0.85085, -0.01220], [-1.48570, -1.72896, -1.67687], [-0.30916, -1.91987, -0.13214], [-0.11307, 3.06586, 2.69979], [-0.20233, 2.67651, 0.83465], [-0.34938, 0.65357, 0.68942], [-0.31263, 0.18427, -2.07946], [0.17258, 0.79084, 3.10856]],
  "homo_energy_ha": -0.5292,
  "charge": 1
}

---

b:
{
  "formula": "C3H11N2O",
  "method": "ωB97M-V with the def2-TZVPD basis set",
  "elements": ["C", "C", "C", "N", "N", "O", "H", "H", "H", "H", "H", "H", "H", "H", "H", "H", "H"],
  "coordinates": [[-2.48288, 1.01600, -0.05928], [-1.51348, -1.20735, -0.85250], [-1.31650, 0.18291, -0.12567], [3.82597, -0.16961, 0.49992], [-0.17035, 0.65655, 0.23504], [2.56414, 0.24199, 0.08965], [-3.21603, 0.66472, 0.68370], [-2.31555, 2.09642, 0.28059], [-3.00348, 0.90599, -1.00627], [-2.26478, -1.59568, -0.08138], [-1.88044, -0.97017, -1.87662], [-0.62100, -1.81205, -0.92863], [4.43643, -0.85377, -0.24608], [4.43960, 0.63941, 0.44539], [-0.17545, 1.58200, 0.80243], [3.90046, -0.80370, 1.40782], [0.78441, 0.27914, -0.06237]],
  "homo_energy_ha": -0.4772,
  "charge": 1
}

---

The structure with the least stability is a.

---

a:
{
  "formula": "C3H11N2O",
  "method": "ωB97M-V with the def2-TZVPD basis set",
  "elements": ["C", "C", "C", "N", "N", "H", "H", "H", "H", "H", "H", "H", "H", "H", "H", "H", "O"],
  "coordinates": [[1.08253, -1.28640, 1.97623], [0.39794, -0.58879, 0.82955], [1.01015, -0.13615, -0.28097], [0.60409, 1.22527, -0.70805], [-0.94748, -0.19951, 1.03689], [0.41714, -1.96213, 2.50794], [2.00226, -1.82707, 1.77053], [1.36343, -0.46730, 2.65556], [1.93330, -0.50313, -0.69033], [1.06237, 1.62376, -1.52452], [-0.40187, 1.05488, -0.95128], [0.53138, 1.97957, -0.02134], [-1.21328, -0.32783, 2.00802], [-1.56523, -0.78347, 0.48908], [-2.29350, 1.19757, -2.69039], [-1.56922, -0.17441, -2.71554], [-1.63686, 0.66922, -2.23916]],
  "homo_energy_ha": -0.4849,
  "charge": 1
}

---

b:
{
  "formula": "C3H11N2O",
  "method": "ωB97M-V with the def2-TZVPD basis set",
  "elements": ["C", "C", "C", "N", "O", "N", "H", "H", "H", "H", "H", "H", "H", "H", "H", "H", "H"],
  "coordinates": [[1.63979, 0.31670, -0.49041], [0.16965, 0.10059, -0.14369], [0.27146, -0.84054, 1.39230], [-0.56252, -0.61433, -1.34104], [-0.48776, 1.26420, 0.11113], [-1.88527, 0.89392, 0.73028], [1.80169, 0.16917, -1.58247], [1.91875, 1.37569, -0.52131], [2.42116, -0.29928, 0.14505], [0.95063, -0.17074, 2.01452], [-0.60580, -1.00188, 1.93160], [0.86298, -1.67707, 1.00808], [-0.31831, 0.08398, -1.99810], [-1.52768, -0.89062, -1.09837], [-0.09435, -1.54831, -1.49636], [-2.11965, 1.59608, 1.43228], [-2.43477, 1.24245, -0.09349]],
  "homo_energy_ha": -0.5428,
  "charge": 1
}

---

c:
{
  "formula": "C3H11N2O",
  "method": "ωB97M-V with the def2-TZVPD basis set",
  "elements": ["C", "C", "C", "N", "N", "H", "H", "H", "H", "H", "H", "H", "H", "H", "H", "H", "O"],
  "coordinates": [[-2.13916, -1.38170, 0.41511], [-1.11593, -0.47120, -0.15618], [0.18475, -0.49528, 0.26425], [0.80260, 0.85494, 0.26739], [-1.53074, 0.68599, -0.90560], [-1.71848, -1.79509, 1.32785], [-2.48027, -2.27637, -0.13700], [-3.00807, -0.79978, 0.74893], [0.84278, -1.34500, 0.11308], [0.06148, 1.42823, -0.17271], [1.73082, 1.06278, -0.16720], [0.95861, 1.17951, 1.22366], [-1.97052, 0.41799, -1.77646], [-2.19373, 1.18598, -0.31223], [4.00655, 0.50844, -1.00013], [4.12502, 0.60537, 0.47594], [3.44430, 0.63518, -0.20874]],
  "homo_energy_ha": -0.5031,
  "charge": 1
}

---

d:
{
  "formula": "C3H11N2O",
  "method": "ωB97M-V with the def2-TZVPD basis set",
  "elements": ["C", "C", "N", "C", "N", "H", "H", "H", "H", "H", "H", "H", "H", "H", "H", "H", "O"],
  "coordinates": [[-0.81132, -2.05272, 0.06920], [-0.11022, -1.27864, 1.11646], [0.94114, -0.34933, 0.61857], [0.66979, 0.94589, 0.45749], [1.58607, 1.70674, -0.14254], [-0.17736, -2.08320, -0.87474], [-1.05025, -3.11378, 0.40759], [-1.74416, -1.54311, -0.11656], [-0.77951, -0.82742, 1.80420], [0.30904, -2.08378, 1.90494], [1.82746, -0.81410, 0.30210], [-0.15802, 1.52056, 0.94071], [2.24937, 1.22883, -0.84233], [1.41600, 2.67661, -0.23616], [-2.21571, 0.51352, -2.33164], [-2.36296, 1.74386, -1.44902], [-1.68673, 0.94912, -1.58752]],
  "homo_energy_ha": -0.5449,
  "charge": 1
}

---

The structure with the least stability is b.